Density functional theory data (ωB97M-V/def2-TZVPD) for C22H33N5S in the gas phase.

XYZ file:
```
61
Properties=species:S:1:pos:R:3:mulliken_charge:R:1
C 7.34629 2.29313 -5.54962 -1.155
C 6.23754 1.24740 -5.50765 -0.498
C 5.06112 1.64993 -4.62096 -0.117
H 4.67844 2.62351 -4.93820 0.307
C 5.43131 1.69610 -3.13647 -1.484
N 4.28668 1.98996 -2.30009 0.181
C 3.51451 0.98490 -1.81781 0.411
N 2.51744 1.36630 -0.96592 -0.134
C 1.51653 0.56166 -0.40297 0.237
C 1.09976 0.83647 0.88106 -0.300
C 0.07265 0.09485 1.48264 0.647
C -0.54464 -0.94999 0.74440 -1.194
N -1.53535 -1.70901 1.24009 -0.288
C -1.96004 -1.50556 2.47249 0.929
N -2.90493 -2.37058 2.94847 0.077
C -3.81417 -2.05708 4.02420 -1.270
H -3.36991 -1.36018 4.73174 0.419
C -5.11702 -1.47707 3.45801 -0.486
N -5.70805 -2.45652 2.57070 0.007
C -7.07932 -2.18885 2.19167 -0.746
C -7.32536 -0.92683 1.35659 -1.037
H -6.77674 -0.97160 0.41904 0.285
H -8.38507 -0.84149 1.13076 0.414
H -7.01806 -0.03647 1.90016 0.284
H -7.43202 -3.06134 1.63368 0.391
H -7.66132 -2.12548 3.11658 0.388
C -4.81140 -2.74468 1.46664 -0.600
H -5.28533 -3.47948 0.81311 0.491
C -3.50584 -3.31338 2.02801 -1.095
H -2.79616 -3.50475 1.22509 0.514
H -3.71725 -4.23484 2.57784 0.322
H -4.56936 -1.84598 0.87441 0.360
H -5.81588 -1.27095 4.27214 0.523
H -4.88101 -0.52734 2.94387 0.295
H -4.04366 -2.98966 4.54980 0.377
C -1.39385 -0.48634 3.29012 -0.166
C -0.39442 0.31010 2.81126 0.655
C 0.20728 1.38043 3.67027 -1.956
H 1.27352 1.20314 3.80557 0.398
H -0.26668 1.39831 4.64877 0.330
H 0.08099 2.35829 3.20636 0.386
H -1.73806 -0.34382 4.30262 0.152
C -0.11668 -1.19143 -0.57751 -1.037
C 0.88247 -0.45254 -1.14276 -0.129
H 1.19408 -0.64116 -2.15645 0.561
H -0.60837 -1.97477 -1.13213 0.474
H 1.57815 1.63324 1.43427 0.417
H 2.66592 2.23308 -0.46673 0.202
S 3.80593 -0.59652 -2.21162 -0.338
C 3.93053 3.37935 -2.12741 -1.185
H 2.86009 3.53173 -2.28335 0.394
H 4.20407 3.74760 -1.13108 0.316
H 4.46800 3.97224 -2.86383 0.392
H 5.82163 0.72060 -2.83742 0.388
H 6.19112 2.45655 -2.94388 0.410
H 4.26124 0.91691 -4.73916 0.275
H 6.64252 0.29852 -5.15169 0.324
H 5.86485 1.08816 -6.52174 0.321
H 7.82029 2.40388 -4.57768 0.305
H 6.94928 3.25973 -5.85422 0.292
H 8.11169 1.99959 -6.26409 0.365
```

Output
- lowest unoccupied orbital energy (eV) = 0.572
- SMILES = CCCCN(C)C(=S)Nc1ccc2nc(N3CCN(CC)CC3)cc(C)c2c1
- highest occupied orbital energy (eV) = -7.20

***

Density functional theory data (ωB97M-V/def2-TZVPD) for a molecular structure, C22H33N5S3W.

XYZ file:
```
64
Properties=species:S:1:pos:R:3:mulliken_charge:R:1
W -0.83205 0.12558 -0.10749 1.099
C 1.47891 -1.97732 -0.59638 -1.352
N 0.32516 -1.82298 0.33675 0.091
C 0.88402 -1.70843 1.71729 -0.830
C -0.15478 -1.13625 2.62863 -0.843
N -0.47541 0.26403 2.18120 0.227
C -1.76032 0.67332 2.87187 -1.132
C 0.56600 1.20261 2.62981 -0.019
C 0.88725 1.34384 3.97154 -0.935
C 1.83505 2.27518 4.36664 -0.920
C 2.47258 3.08827 3.43480 -0.890
C 2.16244 2.96243 2.09423 -0.878
C 1.21895 2.01053 1.71415 0.054
S 0.74242 1.77693 0.03924 1.540
C -0.53440 -3.03416 0.26931 -0.201
C 0.04725 -4.29830 0.32752 -0.497
C -0.74333 -5.43215 0.28952 -0.958
C -2.12529 -5.30543 0.20024 -0.715
C -2.70261 -4.05044 0.16005 -0.720
C -1.91072 -2.90128 0.20063 0.849
S -2.72260 -1.32588 0.18130 -0.483
H 1.10698 -2.20413 -1.58687 0.413
H 2.14333 -2.77462 -0.26607 0.583
H 2.03851 -1.04580 -0.62075 0.318
H 1.75951 -1.05666 1.67694 0.573
H 1.20896 -2.68704 2.07073 0.625
H 0.18436 -1.13113 3.66346 0.545
H -1.07844 -1.71145 2.57389 0.609
H -1.65546 0.50778 3.94309 0.493
H -2.57317 0.06345 2.49034 0.350
H -1.95265 1.72371 2.68068 0.403
H 0.40049 0.73613 4.72226 0.449
H 2.07293 2.37296 5.41778 0.454
H 3.20437 3.81807 3.75446 0.468
H 2.64824 3.59283 1.35874 0.542
H 1.12089 -4.41671 0.40085 0.330
H -0.28148 -6.40960 0.33127 0.439
H -2.75224 -6.18688 0.16547 0.427
H -3.77839 -3.94213 0.09565 0.487
N 2.18031 2.09361 -0.73546 -0.747
N 0.06142 3.29816 -0.39816 -0.345
C -1.27946 3.44079 -0.40333 0.875
N -1.77474 4.64491 -0.63196 -0.427
S -2.35389 2.12745 -0.15594 -0.361
H 2.97057 1.74901 -0.19849 0.365
H 2.17487 1.71411 -1.67851 0.066
H 0.69505 4.06274 -0.59762 0.293
H -1.19954 5.45566 -0.79757 0.208
H -2.77635 4.76146 -0.67294 0.238
C 1.28418 -0.40319 -3.71837 -1.622
C -0.05727 0.26980 -3.41821 1.949
C 0.03687 1.77564 -3.73037 -1.339
C -1.15368 -0.34755 -4.30039 -1.803
C -0.45761 0.11098 -1.97621 0.055
H 1.55484 -0.21395 -4.75819 0.472
H 1.22782 -1.48314 -3.58574 0.406
H 2.08929 -0.01513 -3.08600 0.232
H 0.11305 1.91847 -4.80950 0.500
H 0.92567 2.23077 -3.28465 0.228
H -0.84788 2.31309 -3.38148 0.241
H -0.87048 -0.26786 -5.35095 0.464
H -2.10652 0.16961 -4.16409 0.450
H -1.29752 -1.40464 -4.06741 0.378
H -1.61423 0.02031 -1.88127 0.227
```

Output
- lowest unoccupied orbital energy (eV) = -6.212
- total charge = +2
- highest occupied orbital energy (eV) = -13.10

***

Density functional theory data (ωB97M-V/def2-TZVPD) for a molecular structure, C22H33OPb.

XYZ file:
```
57
Properties=species:S:1:pos:R:3:mulliken_charge:R:1
C 0.04075 0.28947 -2.48263 0.448
C 0.63209 -1.00128 -2.28852 0.638
C 1.90813 -0.82047 -1.64936 -0.015
C 2.11589 0.60487 -1.49678 0.559
C 0.94417 1.27402 -1.97936 0.234
Pb 0.13066 -0.12164 0.11589 0.976
C 1.37554 -0.57611 2.81999 2.370
C 0.40860 0.56090 2.44277 -0.847
H -0.63198 0.38448 2.77301 0.560
C 0.74839 1.71639 1.78501 -0.937
H 1.73639 1.92331 1.35058 0.074
H -0.03309 2.42075 1.46372 0.469
C 1.14442 -0.73152 4.31922 -1.904
H 0.13952 -1.14704 4.48790 0.451
H 1.90532 -1.38809 4.75832 0.381
H 1.19469 0.26693 4.77201 0.470
C 2.81493 -0.13731 2.51851 -2.298
H 3.00816 -0.06542 1.43281 0.372
H 2.98003 0.85345 2.96941 0.541
H 3.52713 -0.85317 2.94637 0.457
C 0.02276 -2.31038 -2.66841 -1.504
H -1.04170 -2.38703 -2.40893 0.271
H 0.11290 -2.42602 -3.75634 0.367
H 0.53539 -3.14813 -2.18610 0.398
C 2.80086 -1.91110 -1.15326 -1.342
H 2.24746 -2.79949 -0.81655 0.137
H 3.45791 -2.20742 -1.98298 0.414
H 3.43345 -1.60231 -0.30900 0.336
C 3.31647 1.26659 -0.90789 -1.402
H 3.94131 0.56866 -0.33945 0.405
H 3.91397 1.65300 -1.74291 0.389
H 3.07336 2.11701 -0.25638 0.335
C 0.71354 2.75395 -1.94443 -1.491
H 1.30987 3.24378 -1.16594 0.299
H 1.00515 3.18438 -2.91062 0.342
H -0.33404 3.02322 -1.76421 0.349
C -1.29040 0.55665 -3.11667 -1.265
H -1.72089 1.52204 -2.81877 0.309
H -1.13307 0.59013 -4.20320 0.371
H -2.03169 -0.23225 -2.92424 0.314
C -0.10053 -2.27941 1.44626 -0.271
C 1.08675 -1.98287 2.16238 0.404
C -0.20965 -3.43012 0.63909 -0.589
C 1.99761 -3.04887 2.33596 -0.777
H -0.98716 -1.61330 1.50067 0.966
C 0.68843 -4.48745 0.84629 -0.827
H -1.03589 -3.51042 -0.07825 0.514
C 1.76738 -4.28660 1.72802 -0.759
H 2.84633 -2.92683 3.02485 0.368
H 0.49671 -5.45977 0.38504 0.417
H 2.43078 -5.13125 1.94060 0.398
C -2.63326 1.57942 0.27133 -0.507
O -2.33998 0.14487 0.25256 -0.431
H -2.32576 1.91662 1.25280 0.245
H -3.66736 1.81729 0.10522 0.400
H -2.00984 2.12631 -0.43685 0.105
H -2.64078 -0.17089 -0.61725 0.315
```

Output
- lowest unoccupied orbital energy (eV) = -3.228
- total charge = +1
- highest occupied orbital energy (eV) = -10.60

***

Density functional theory data (ωB97M-V/def2-TZVPD) for a molecular structure, C22H34AuBN6S4.

XYZ file:
```
68
Properties=species:S:1:pos:R:3:mulliken_spin:R:1
Au -0.37246 -0.13974 -1.02164 0.008
C -0.33334 4.86131 4.16986 0.003
C 0.44323 4.43728 2.92108 -0.010
C 1.82795 5.09069 2.88065 0.000
C -0.32624 4.90918 1.69222 0.044
N 0.65936 2.95301 3.01899 0.031
C 1.45168 2.46959 4.04332 0.008
C 1.50019 1.13502 3.93161 0.001
N 0.74958 0.75232 2.83389 0.017
B 0.74178 -0.78104 2.50619 -0.029
N -0.62152 -1.53476 2.46464 -0.003
C -0.70006 -2.61443 3.31885 -0.001
C -1.89440 -3.21015 3.16446 0.009
N -2.59063 -2.50063 2.21499 0.022
C -1.79272 -1.48532 1.79048 -0.012
S -2.27650 -0.36957 0.56876 0.394
C -3.95748 -2.89100 1.73730 0.024
C -3.87878 -3.29750 0.26182 0.014
C -4.42698 -4.09706 2.54796 -0.002
C -4.95518 -1.75150 1.96591 -0.001
N 1.74939 -1.10265 1.34032 0.018
C 3.06923 -0.74967 1.55017 0.001
C 3.82438 -1.36785 0.62860 -0.001
N 2.98549 -2.11288 -0.18367 -0.003
C 1.70809 -1.94301 0.27250 0.002
S 0.24698 -2.60503 -0.33364 0.007
C 3.58775 -2.89873 -1.31822 0.000
C 2.58318 -3.48560 -2.30223 0.000
C 4.39538 -4.03673 -0.69427 0.000
C 4.49733 -1.94426 -2.09977 0.000
C 0.22833 1.88000 2.29202 -0.006
S -0.84315 1.93730 0.95955 0.494
H -0.47938 5.94087 4.15305 0.000
H 0.19200 4.60200 5.08892 0.000
H -1.31517 4.38661 4.18358 -0.001
H 1.71482 6.16977 2.78961 -0.001
H 2.38741 4.73508 2.01385 0.000
H 2.41029 4.89163 3.77922 0.000
H -0.31316 5.99939 1.69569 0.004
H -1.36546 4.59383 1.71175 -0.008
H 0.13852 4.57900 0.76501 -0.014
H 1.91122 3.10531 4.77669 0.001
H 2.01001 0.42174 4.55283 0.001
H 1.27488 -1.24914 3.46798 0.000
H 0.10401 -2.88627 3.97640 0.001
H -2.28385 -4.07774 3.66018 0.001
H -3.10874 -4.05650 0.11636 -0.001
H -3.65417 -2.44885 -0.37882 -0.012
H -4.83813 -3.70907 -0.05074 0.000
H -3.78666 -4.96553 2.38953 0.000
H -5.42809 -4.35818 2.21219 0.000
H -4.47959 -3.87099 3.61376 0.000
H -4.76097 -0.89530 1.32960 0.002
H -4.93887 -1.42653 3.00738 -0.001
H -5.95742 -2.11262 1.73652 -0.001
H 3.36614 -0.09773 2.35327 -0.001
H 4.89263 -1.35402 0.51902 0.000
H 1.95346 -4.24149 -1.84635 0.000
H 3.15198 -3.95896 -3.10430 0.000
H 1.95321 -2.71670 -2.74417 0.000
H 3.74292 -4.69862 -0.12360 0.000
H 5.18249 -3.66881 -0.03474 0.000
H 4.86189 -4.62371 -1.48518 0.000
H 3.92678 -1.08302 -2.44616 0.000
H 4.89909 -2.45717 -2.97220 0.000
H 5.33969 -1.58768 -1.50805 0.000
S 2.44450 1.45794 -1.33990 -0.006
C 1.35196 0.48343 -1.83230 0.006
```

Output
- multiplicity = 2
- lowest unoccupied orbital energy (spin up / spin down) (eV) = -3.797 / -4.463
- total charge = +1
- highest occupied orbital energy (spin up / spin down) (eV) = -9.73 / -9.65